Record 1
The following is a DFT calculation (the ωB97M-V functional and the def2-TZVPD basis) of a structure of composition CaH4N5O17.

E in hartree: -2232.3458
Relative energy (zero: lowest compared OMol25 entry of this formula, charge and spin) in kcal per mole: 61.3
Largest force on an atom in eV Å⁻¹: 7.7

Geometry as ORCA input:
```
! RIJCOSX wB97M-V def2-TZVPD def2/J DEFGRID3
* xyz -3 1
Ca 0.706 0.155 0.380
N -0.612 -1.887 3.112
O -1.639 -1.350 3.429
O 0.081 -1.478 2.197
O -0.161 -2.803 3.757
N 0.395 -2.601 -1.710
O -0.339 -3.552 -1.478
O 0.511 -2.096 -2.797
O 1.053 -2.177 -0.809
N -2.129 1.854 1.717
O -2.510 2.790 1.041
O -2.912 1.259 2.463
O -0.982 1.471 1.557
N 0.825 1.341 -2.808
O 0.760 2.556 -2.868
O 1.232 0.783 -1.873
O 0.244 0.813 -3.738
N -2.275 -0.326 -1.477
O -1.915 -0.623 -2.626
O -1.435 -0.334 -0.561
O -3.379 -0.046 -1.282
O 2.807 -0.379 1.131
H 3.268 -0.303 1.967
H 3.299 -1.041 0.645
O 1.585 2.378 0.457
H 2.411 2.426 -0.024
H 1.111 3.169 0.200
*
```



Record 2
The following is a DFT calculation (the ωB97M-V functional and the def2-TZVPD basis) of a cluster of 5 separate species, C10H27F5NO8PS4 in total.

E in hartree: -3487.2650
Largest force on an atom in eV Å⁻¹: 2.2

Geometry as ORCA input:
```
! RIJCOSX wB97M-V def2-TZVPD def2/J DEFGRID3
* xyz 0 1
N -0.306 -3.640 2.635
O -0.962 -2.635 1.895
P -2.244 -3.136 1.091
O -2.924 -4.276 1.667
O -3.250 -1.897 1.153
O -1.933 -3.300 -0.520
C -0.942 -4.176 -0.840
F 0.245 -3.590 -0.907
F -0.836 -5.199 0.007
C -1.267 -4.792 -2.271
F -0.579 -4.214 -3.217
F -2.549 -4.541 -2.539
F -1.133 -6.085 -2.285
H -0.615 -4.574 2.391
H -0.451 -3.503 3.628
H -4.124 -2.318 1.143
C -0.198 1.843 -0.638
S 0.141 0.158 -0.121
O 1.386 0.181 0.697
C 0.590 -0.447 -1.752
H -0.463 2.422 0.245
H 0.686 2.277 -1.106
H -1.036 1.847 -1.336
H 1.428 0.132 -2.141
H -0.267 -0.367 -2.423
H 0.880 -1.490 -1.657
C -4.682 2.733 3.763
S -3.229 2.003 2.992
O -3.415 2.097 1.520
C -3.590 0.307 3.473
H -4.678 3.800 3.551
H -5.586 2.283 3.351
H -4.639 2.578 4.841
H -4.563 0.009 3.082
H -3.581 0.230 4.561
H -2.819 -0.336 3.057
C 3.726 -2.432 -1.113
S 4.042 -2.239 -2.874
O 4.576 -3.533 -3.375
C 5.437 -1.117 -2.693
H 2.904 -3.136 -0.991
H 4.615 -2.823 -0.618
H 3.444 -1.469 -0.681
H 6.217 -1.591 -2.097
H 5.102 -0.197 -2.214
H 5.821 -0.892 -3.686
C 2.434 6.542 -1.482
S 2.167 5.077 -0.474
O 1.784 3.973 -1.393
C 0.660 5.659 0.318
H 3.317 6.375 -2.096
H 1.571 6.712 -2.126
H 2.601 7.404 -0.836
H -0.092 5.885 -0.439
H 0.882 6.548 0.908
H 0.294 4.870 0.972
*
```



Record 3
The following is a DFT calculation (the ωB97M-V functional and the def2-TZVPD basis) of a cluster of 37 separate species, H72O40S in total.

E in hartree: -3451.2853
Relative energy (zero: lowest compared OMol25 entry of this formula, charge and spin) in kcal per mole: 6.9
Largest force on an atom in eV Å⁻¹: 3.1

Geometry as ORCA input:
```
! RIJCOSX wB97M-V def2-TZVPD def2/J DEFGRID3
* xyz -2 1
S -0.017 -0.337 0.110
O 0.680 -0.180 -1.177
O -1.262 0.446 0.202
O -0.471 -1.710 0.270
O 0.839 0.073 1.154
O 3.148 -1.524 -0.850
H 2.265 -1.186 -0.997
H 3.033 -2.222 -0.204
O -1.271 -1.131 -5.905
H -0.592 -0.827 -5.302
H -1.573 -0.338 -6.346
O 3.643 0.898 -3.433
H 3.081 0.483 -4.087
H 4.236 0.202 -3.150
O -0.305 -0.162 -3.456
H 0.344 -0.163 -2.751
H -0.843 -0.935 -3.287
O 2.384 -4.068 -4.295
H 2.888 -3.487 -4.864
H 1.587 -3.577 -4.095
O -0.395 -4.976 -2.814
H -0.725 -4.241 -2.297
H -0.871 -4.918 -3.643
O -4.151 -2.445 2.940
H -3.947 -1.589 2.564
H -4.672 -2.884 2.267
O -3.446 -0.441 1.037
H -3.845 0.427 0.975
H -2.524 -0.296 0.825
O 1.740 2.121 -1.875
H 2.555 1.696 -2.140
H 1.137 1.397 -1.702
O 3.972 2.781 2.613
H 3.137 2.886 2.157
H 4.603 3.256 2.072
O -2.923 0.839 4.408
H -2.238 0.256 4.082
H -2.746 1.678 3.984
O 2.866 -0.675 2.823
H 3.710 -0.407 2.461
H 2.242 -0.531 2.111
O -6.108 1.480 -1.766
H -6.519 2.069 -1.134
H -5.238 1.308 -1.405
O -1.955 -2.669 -1.713
H -1.325 -2.248 -1.128
H -2.810 -2.442 -1.348
O -3.085 1.258 -1.713
H -3.208 0.649 -2.441
H -2.541 0.779 -1.088
O 2.192 4.830 -2.961
H 1.791 4.107 -2.479
H 1.760 5.614 -2.620
O -2.096 2.527 2.064
H -1.756 1.810 1.529
H -3.036 2.536 1.884
O -4.859 2.547 1.973
H -5.533 2.047 2.434
H -5.185 3.448 1.977
O -5.500 -1.932 -0.302
H -6.251 -1.901 0.291
H -4.762 -1.638 0.232
O -0.169 -0.245 3.477
H -0.300 -1.190 3.396
H 0.137 0.030 2.612
O -1.678 2.299 -3.998
H -1.076 1.595 -3.754
H -2.234 2.416 -3.228
O 0.716 1.836 5.142
H 0.559 2.609 4.600
H 0.211 1.141 4.721
O 0.921 4.817 0.034
H 0.224 4.208 -0.213
H 1.412 4.356 0.714
O -1.022 2.944 -0.684
H -0.353 2.669 -1.310
H -1.322 2.129 -0.280
O 0.451 3.800 2.905
H -0.456 3.864 2.607
H 0.897 3.309 2.215
O 3.031 -3.625 3.191
H 2.238 -4.151 3.295
H 2.710 -2.738 3.026
O 1.426 -3.432 0.352
H 1.283 -3.906 1.171
H 0.667 -2.854 0.273
O 1.934 -0.865 5.471
H 2.386 -1.049 4.647
H 1.436 -0.066 5.298
O -2.979 5.001 -0.472
H -3.077 5.290 -1.379
H -2.602 4.123 -0.539
O 4.274 1.052 -0.112
H 3.805 0.293 -0.457
H 4.127 1.016 0.833
O 0.720 -4.794 3.353
H 0.090 -5.486 3.153
H 0.189 -4.085 3.716
O 5.469 -1.217 -2.481
H 4.650 -1.539 -2.106
H 5.982 -0.929 -1.726
O 3.367 -5.426 0.174
H 2.792 -4.661 0.184
H 2.800 -6.150 -0.091
O 1.692 2.395 0.952
H 2.056 2.516 0.076
H 1.436 1.473 0.981
O 2.180 0.287 -5.705
H 1.394 0.756 -5.984
H 2.064 -0.600 -6.044
O -0.948 -2.633 2.685
H -1.890 -2.647 2.853
H -0.868 -2.304 1.790
*
```



Record 4
The following is a DFT calculation (the ωB97M-V functional and the def2-TZVPD basis) of a structure of composition C4H7O2Sn.

E in hartree: -521.2695
<S²>: 0.753
Relative energy (zero: lowest compared OMol25 entry of this formula, charge and spin) in kcal per mole: 0.0
Largest force on an atom in eV Å⁻¹: 2.9

Geometry as ORCA input:
```
! RIJCOSX wB97M-V def2-TZVPD def2/J DEFGRID3
* xyz 0 2
O -2.060 -0.965 -0.041
C -1.506 -1.148 1.023
C -0.043 -0.903 1.264
O 0.677 -0.593 0.117
C 0.708 0.821 -0.257
C 0.746 1.046 -1.739
Sn -0.598 -0.393 -2.364
H -2.083 -1.494 1.905
H 0.361 -1.824 1.721
H 0.040 -0.109 2.031
H 1.654 1.226 0.132
H -0.055 1.327 0.358
H 0.402 2.064 -1.989
H 1.758 0.944 -2.161
*
```



Record 5
The following is a DFT calculation (the ωB97M-V functional and the def2-TZVPD basis) of the ion C6H8N2 with charge +2.

E in hartree: -341.9925
Relative energy (zero: lowest compared OMol25 entry of this formula, charge and spin) in kcal per mole: 50.5
Largest force on an atom in eV Å⁻¹: 4.9

Geometry as ORCA input:
```
! RIJCOSX wB97M-V def2-TZVPD def2/J DEFGRID3
* xyz 2 1
C -0.515 -0.401 -0.146
C 0.515 -1.567 0.132
C 1.553 1.154 0.457
C 0.552 0.744 -0.563
C 1.988 0.052 -0.311
C -3.072 -0.298 0.086
N 1.735 -1.310 0.111
N -1.706 -0.224 -0.176
H 1.929 2.026 0.101
H 1.495 1.135 1.586
H 0.400 1.337 -1.384
H 2.869 0.221 -0.970
H -3.580 -0.455 -0.870
H -3.295 0.692 0.577
H -3.332 -1.158 0.920
H 2.464 -1.947 0.448
*
```



Record 6
The following is a DFT calculation (the ωB97M-V functional and the def2-TZVPD basis) of a cluster of 2 separate species, C5H14 in total.

E in hartree: -198.8135
Relative energy (zero: lowest compared OMol25 entry of this formula, charge and spin) in kcal per mole: 47.5
SMILES: CCC.CC
Largest force on an atom in eV Å⁻¹: 3.9

Geometry as ORCA input:
```
! RIJCOSX wB97M-V def2-TZVPD def2/J DEFGRID3
* xyz 0 1
C 1.375 0.262 0.186
C 2.989 0.211 -0.066
C 0.728 1.190 -0.886
H 1.181 0.770 1.198
H 1.239 -0.802 0.064
H 3.461 1.010 0.390
H 3.311 -0.829 0.084
H -0.067 0.614 -1.388
H 1.379 1.648 -1.635
H 3.368 0.458 -1.086
H 0.445 2.129 -0.374
C -2.197 -0.581 -0.229
C -2.592 -1.070 1.108
H -1.375 -1.283 -0.477
H -2.989 -0.612 -1.116
H -2.028 0.476 -0.236
H -2.528 -0.223 1.812
H -2.024 -2.034 1.544
H -3.676 -1.334 1.109
*
```



Record 7
The following is a DFT calculation (the ωB97M-V functional and the def2-TZVPD basis) of a cluster of 2 separate species, CHBrF2OS in total.

E in hartree: -3285.6692
Relative energy (zero: lowest compared OMol25 entry of this formula, charge and spin) in kcal per mole: 128.6
Largest force on an atom in eV Å⁻¹: 2.8

Geometry as ORCA input:
```
! RIJCOSX wB97M-V def2-TZVPD def2/J DEFGRID3
* xyz 0 1
C -0.230 0.127 -0.959
O -1.499 -1.556 0.908
F 1.095 0.318 -1.023
F -0.788 0.958 -1.931
S -0.475 -1.677 -1.249
Br -1.804 -1.472 -2.802
H -0.611 0.656 -0.125
*
```



Record 8
The following is a DFT calculation (the ωB97M-V functional and the def2-TZVPD basis) of a structure of composition C10H21Cl2PPr.

E in hartree: -2172.4599
<S²>: 2.008
Relative energy (zero: lowest compared OMol25 entry of this formula, charge and spin) in kcal per mole: 0.0
Largest force on an atom in eV Å⁻¹: 4.0

Geometry as ORCA input:
```
! RIJCOSX wB97M-V def2-TZVPD def2/J DEFGRID3
* xyz -1 3
Pr -0.783 0.631 0.716
Cl -1.314 3.127 0.313
Cl -0.934 -0.895 2.845
C -2.873 -0.135 0.225
H -3.164 -1.089 0.683
H -3.706 0.571 0.091
C -0.824 -0.885 -1.263
C -2.216 -0.484 -1.199
H -0.549 -1.621 -0.484
C -2.654 0.505 -2.329
H -2.735 -1.441 -1.434
C -2.232 -0.104 -3.668
H -3.743 0.651 -2.293
H -2.213 1.502 -2.172
C -0.726 -0.331 -3.766
H -2.760 -1.063 -3.783
H -2.568 0.545 -4.481
C -0.171 -1.136 -2.585
H -0.502 -0.860 -4.698
H -0.204 0.633 -3.835
H -0.287 -2.205 -2.842
H 0.914 -0.943 -2.542
C 2.397 0.569 3.611
P 2.094 0.756 1.805
C 2.720 2.456 1.508
C 3.441 -0.277 1.116
H 1.657 1.175 4.149
H 3.411 0.882 3.895
H 2.236 -0.481 3.885
H 3.778 2.532 1.788
H 2.590 2.694 0.444
H 2.116 3.163 2.092
H 4.419 0.199 1.274
H 3.419 -1.266 1.593
H 3.262 -0.405 0.040
*
```



Record 9
The following is a DFT calculation (the ωB97M-V functional and the def2-TZVPD basis) of a cluster of 2 separate species, C3H7N2 in total.

E in hartree: -227.6767
Relative energy (zero: lowest compared OMol25 entry of this formula, charge and spin) in kcal per mole: 48.7
Largest force on an atom in eV Å⁻¹: 3.4

Geometry as ORCA input:
```
! RIJCOSX wB97M-V def2-TZVPD def2/J DEFGRID3
* xyz 1 1
C 0.684 1.534 -1.810
C 1.040 -0.583 1.017
C 0.062 -0.756 0.146
N -0.187 1.025 -1.234
N -1.315 -0.417 0.542
H 1.309 2.252 -2.332
H 2.011 -1.057 0.822
H 1.098 -0.071 1.946
H 0.104 -1.113 -0.861
H -1.910 -1.193 0.976
H -1.819 -0.063 -0.379
H -1.076 0.441 1.167
*
```



Record 10
The following is a DFT calculation (the ωB97M-V functional and the def2-TZVPD basis) of a cluster of 7 separate species, C34H33N6O14 in total.

E in hartree: -2696.2088
Relative energy (zero: lowest compared OMol25 entry of this formula, charge and spin) in kcal per mole: 30.8
Largest force on an atom in eV Å⁻¹: 15.9

Geometry as ORCA input:
```
! RIJCOSX wB97M-V def2-TZVPD def2/J DEFGRID3
* xyz -1 1
C -0.790 1.401 1.001
O 0.051 0.606 0.636
O -0.850 1.758 2.318
O -1.654 1.910 0.217
H -0.141 1.255 2.837
C 2.892 2.712 -2.343
C 2.332 2.280 -0.995
C 3.343 1.748 -0.001
C 4.899 2.131 -0.161
C 5.290 2.478 -1.586
C 4.241 2.838 -2.766
N 5.808 1.888 0.848
O 5.584 1.207 1.861
O 6.867 2.392 0.684
H 2.208 3.024 -3.218
H 1.252 2.108 -0.608
H 3.000 1.429 0.950
H 6.214 2.731 -1.719
H 4.427 3.388 -3.484
C -4.989 -1.014 -1.170
C -5.765 -2.231 -0.693
C -5.076 -3.093 0.398
C -3.838 -2.524 1.047
C -3.311 -1.150 0.749
C -3.935 -0.445 -0.445
N -3.290 -3.171 2.317
O -3.874 -4.279 2.711
O -2.225 -2.882 2.846
H -5.393 -0.371 -2.017
H -6.655 -2.516 -1.035
H -5.409 -4.041 0.869
H -2.375 -0.763 1.223
H -3.393 0.458 -0.827
C -0.951 -0.778 -2.369
C 0.574 -1.176 -2.708
C 0.707 -2.233 -3.814
C -0.511 -2.784 -4.597
C -1.904 -2.574 -4.046
C -2.012 -1.441 -3.062
N -0.258 -3.891 -5.635
O 0.911 -3.946 -6.118
O -1.351 -4.428 -6.138
H -1.359 -0.014 -1.623
H 1.419 -0.529 -2.328
H 1.742 -2.524 -4.316
H -2.761 -3.154 -4.547
H -3.012 -1.249 -2.993
C 3.146 -2.314 3.052
C 2.168 -1.808 2.012
C 2.581 -1.825 0.551
C 4.033 -2.383 0.159
C 4.953 -2.827 1.346
C 4.408 -2.854 2.734
N 4.428 -2.480 -1.286
O 3.508 -2.295 -2.111
O 5.546 -2.871 -1.422
H 3.098 -2.427 4.104
H 1.370 -1.235 2.355
H 1.694 -1.352 -0.201
H 5.814 -3.139 1.057
H 5.073 -3.186 3.582
C -6.793 3.209 -0.969
C -5.277 3.312 -0.937
C -4.436 2.649 -1.974
C -5.176 2.025 -3.210
C -6.665 1.866 -3.253
C -7.383 2.704 -2.072
N -4.396 1.376 -4.300
O -3.262 1.894 -4.443
O -4.736 0.398 -4.604
H -7.062 3.699 -0.193
H -4.796 3.900 -0.084
H -3.456 2.638 -1.812
H -7.227 1.242 -3.883
H -8.471 2.403 -1.978
C 2.023 2.120 6.551
O 1.022 2.311 5.913
N 3.215 1.666 5.973
C 4.283 1.353 6.843
C 3.410 1.476 4.520
H 2.072 2.042 7.820
H 4.791 0.356 6.756
H 4.035 1.626 7.889
H 5.166 2.043 6.785
H 2.566 1.600 3.843
H 3.894 0.367 4.449
H 4.162 2.180 4.291
*
```



Record 11
The following is a DFT calculation (the ωB97M-V functional and the def2-TZVPD basis) of an isolated molecule of C4H7N.

E in hartree: -211.1313
Relative energy (zero: lowest compared OMol25 entry of this formula, charge and spin) in kcal per mole: 143.9
Largest force on an atom in eV Å⁻¹: 4.0

Geometry as ORCA input:
```
! RIJCOSX wB97M-V def2-TZVPD def2/J DEFGRID3
* xyz 0 1
N 0.701 1.289 -0.779
C 0.267 0.210 -0.254
C -0.697 -0.608 -1.115
C -0.197 0.363 1.346
C 0.478 -0.820 1.094
H -1.277 0.315 1.420
H 1.673 1.560 -0.899
H -1.589 -0.826 -0.524
H -0.176 -1.534 -1.336
H 0.271 1.239 1.800
H -0.994 -0.226 -2.092
H 1.539 -0.962 1.340
*
```



Record 12
The following is a DFT calculation (the ωB97M-V functional and the def2-TZVPD basis) of an isolated molecule of C6H10ClNO2S.

E in hartree: -1298.1087
Relative energy (zero: lowest compared OMol25 entry of this formula, charge and spin) in kcal per mole: 45.6
SMILES: [O-]/[N+](O)=C\CCC[C@H](Cl)C=S
Largest force on an atom in eV Å⁻¹: 0.9

Geometry as ORCA input:
```
! RIJCOSX wB97M-V def2-TZVPD def2/J DEFGRID3
* xyz 0 1
C 0.555 -1.454 0.323
C 0.043 -0.741 1.581
C 1.391 -0.535 -0.586
C -1.048 0.225 1.275
C -0.466 0.325 -2.036
C 0.809 -0.433 -1.999
N -0.942 1.471 1.565
O -2.072 2.242 1.229
O -0.014 2.084 2.085
S -1.894 -0.359 -2.344
Cl 1.969 0.456 -3.055
H 1.158 -2.306 0.636
H -0.302 -1.846 -0.229
H -0.348 -1.494 2.271
H 0.858 -0.212 2.081
H 1.450 0.466 -0.157
H 2.412 -0.916 -0.675
H -1.963 -0.094 0.806
H -0.401 1.391 -1.839
H 0.682 -1.426 -2.437
H -1.878 3.155 1.503
*
```